# 1
Here is a cluster of 4 separate species, C18H31N6 in total from OMol25. Energies are from ωB97M-V with the def2-TZVPD basis set.

Calculated values
Electronic energy (a.u.): -1032.6328
Gap between HOMO and LUMO (eV): 8.9
LUMO level (eV): -4.4

Geometry as ORCA input:
```
! wB97M-V def2-TZVPD RIJCOSX def2/J DEFGRID3
* xyz 1 1
C -1.6583 -0.1868 0.6097
C -1.1444 -0.2919 -0.8985
N -0.1480 0.7504 -1.3031
N 0.7465 0.9830 -0.2447
C 1.6569 -0.0226 0.0021
C 2.6643 0.0264 1.1253
C 2.5086 1.3213 1.9168
C 1.4582 2.2633 1.4021
N 0.5653 2.1471 0.3478
H -2.6224 -0.7567 0.8142
H -1.7854 0.9064 0.9407
H -0.8307 -0.5987 1.2933
H -0.6708 -1.3156 -1.1059
H -2.0472 -0.2077 -1.5849
H -0.5878 1.6318 -1.5918
H 1.6589 -0.9424 -0.6648
H 3.3979 -0.7959 1.3690
H 3.1251 1.5824 2.8237
H 1.3681 3.2517 1.9740
C 2.9588 -5.9170 -0.9050
C 2.5555 -4.5986 -1.5536
C 3.6156 -3.5048 -1.4039
C 3.8003 -3.0955 -0.0084
N 3.9497 -2.7765 1.0877
H 3.0708 -5.8130 0.1772
H 2.1943 -6.6748 -1.0880
H 3.9033 -6.2834 -1.3151
H 1.6037 -4.2636 -1.1293
H 2.3847 -4.7735 -2.6201
H 3.3102 -2.6325 -1.9899
H 4.5681 -3.8462 -1.8190
C -5.4952 -2.1060 -2.5082
C -4.6786 -2.3104 -3.7785
C -3.8293 -3.5824 -3.7504
C -2.7737 -3.5248 -2.7353
N -1.9473 -3.4822 -1.9362
H -4.8508 -1.9667 -1.6360
H -6.1219 -1.2164 -2.6032
H -6.1488 -2.9612 -2.3198
H -4.0428 -1.4351 -3.9440
H -5.3659 -2.3697 -4.6277
H -3.3672 -3.7215 -4.7319
H -4.4659 -4.4542 -3.5744
C 0.1173 6.6647 2.3111
C -0.0883 6.7391 3.8192
C 1.2178 6.6483 4.6106
C 1.8632 5.3398 4.4726
N 2.3717 4.3138 4.3627
H 0.5340 5.6994 2.0109
H -0.8373 6.7887 1.7950
H 0.7922 7.4525 1.9673
H -0.7741 5.9452 4.1298
H -0.5736 7.6903 4.0570
H 1.0039 6.8257 5.6683
H 1.9054 7.4365 4.2907
*
```

# 2
Here is the ion C18H31Si with charge +1 from OMol25. Energies are from ωB97M-V with the def2-TZVPD basis set.

Calculated values
Electronic energy (a.u.): -993.6911
Gap between HOMO and LUMO (eV): 6.2
LUMO level (eV): -5.8
ΔE to the lowest compared entry with this formula, charge and spin (kJ/mol): 36.1

Geometry as ORCA input:
```
! wB97M-V def2-TZVPD RIJCOSX def2/J DEFGRID3
* xyz 1 1
C 1.8750 1.4022 2.5513
C 1.7335 -0.0090 1.9606
C 2.3225 -0.0453 0.5405
C 2.4928 -1.0064 2.8460
Si -0.1743 -0.4548 1.8705
C -0.2583 -2.1747 1.1831
C -0.7952 -0.4589 3.6179
C -1.2126 0.8582 0.8293
C -2.6342 0.6522 0.5796
C -3.7351 1.5885 0.9413
H 1.4858 1.4608 3.5759
H 2.9433 1.6625 2.5900
H 1.3709 2.1671 1.9446
H 2.2686 -1.0479 0.0964
H 1.8294 0.6625 -0.1406
H 3.3857 0.2344 0.5931
H 2.4531 -2.0305 2.4627
H 3.5502 -0.7136 2.8727
H 2.1349 -1.0133 3.8798
H -1.2982 -2.5150 1.1254
H 0.1862 -2.2266 0.1838
H 0.2829 -2.8704 1.8370
H -1.8589 -0.7232 3.6215
H -0.2571 -1.2003 4.2214
H -0.6723 0.5263 4.0800
H -1.0188 1.8264 1.3272
H -0.6207 0.8028 -0.1106
H -2.9350 -0.3087 0.1477
H -4.4549 0.9167 1.4507
H -3.3806 2.3307 1.6820
C -5.1589 1.3594 -1.1377
C -4.5285 2.3290 -0.1336
C -3.5756 3.2534 -0.9102
C -5.6415 3.1919 0.5293
C -5.3258 4.4111 1.1522
C -6.2874 5.1279 1.8792
C -7.6107 4.6520 1.9470
C -7.9617 3.4966 1.2278
C -6.9866 2.8056 0.4959
H -5.8568 0.6573 -0.6715
H -5.7118 1.9326 -1.8927
H -4.4039 0.7715 -1.6688
H -3.2144 4.0828 -0.3001
H -2.7046 2.7000 -1.2758
H -4.0968 3.6715 -1.7770
H -4.3216 4.8317 1.0857
H -6.0114 6.0664 2.3851
H -8.3661 5.2029 2.5178
H -9.0017 3.1447 1.2251
H -7.3049 1.9536 -0.1035
*
```

# 3
Here is a structure of composition C18H32AsF6N3O2PtSSi from OMol25. Energies are from ωB97M-V with the def2-TZVPD basis set.

Calculated values
Electronic energy (a.u.): -4661.6757
Gap between HOMO and LUMO (alpha / beta) (eV): 7.4 / 6.1
<S²>: 0.791
LUMO level (alpha / beta) (eV): -4.7 / -6.3
ΔE to the lowest compared entry with this formula, charge and spin (kJ/mol): 82.8

Geometry as ORCA input:
```
! wB97M-V def2-TZVPD RIJCOSX def2/J DEFGRID3
* xyz 1 2
Pt 1.0407 -0.5909 0.0150
N 5.0857 0.3922 0.6415
C 3.7745 0.3074 0.5480
S 3.0170 0.0156 -0.9446
N 3.0811 0.5925 1.6848
N 1.7972 0.3011 1.6068
C 1.0837 0.7583 2.6723
C -0.1066 0.2342 3.1092
C -0.7484 0.7879 4.2705
C -1.7933 0.1498 4.8375
C -2.2416 -1.1026 4.3052
C -1.6836 -1.6618 3.2010
C -0.6455 -0.9738 2.5129
O -0.1726 -1.4709 1.4410
H 5.6699 0.0633 -0.1122
H 5.5017 0.5155 1.5527
H 1.5934 1.5205 3.2503
H -0.3629 1.7101 4.6868
H -2.2800 0.5579 5.7116
H -3.0576 -1.6128 4.8009
H -2.0166 -2.6069 2.7954
C -0.2469 -3.0135 -1.4025
O 0.6201 -1.8478 -1.5945
H -1.2646 -2.6503 -1.3557
H 0.0368 -3.5404 -0.4965
H -0.1090 -3.6512 -2.2715
H 1.5286 -2.2241 -1.7440
F 2.0703 -2.7908 0.5592
As 3.3834 -3.7839 -0.1522
F 2.2035 -5.0033 -0.4429
F 2.8633 -3.0244 -1.6909
F 4.6104 -4.6414 -0.9571
F 4.4379 -2.4277 0.1069
F 3.7466 -4.4097 1.3916
C 0.0156 2.7675 0.2078
Si -0.4895 1.2064 -0.6859
C -2.3594 0.8741 -0.3027
C -2.7439 -0.5952 -0.5066
C -3.2910 1.7725 -1.1283
C -2.6577 1.2542 1.1565
C -0.2055 1.5251 -2.6220
C 1.2544 1.4772 -3.0366
C -0.9708 0.4694 -3.4279
C -0.7052 2.9500 -2.8833
H -0.6673 3.5586 -0.1059
H 1.0375 3.0664 -0.0343
H -0.0638 2.6942 1.2926
H -2.5827 -0.9287 -1.5316
H -3.8060 -0.7320 -0.2822
H -2.1842 -1.2451 0.1689
H -3.2871 1.5638 -2.1932
H -3.0874 2.8324 -0.9765
H -4.3078 1.5902 -0.7672
H -2.0532 0.7131 1.8712
H -3.7017 1.0170 1.3832
H -2.5218 2.3228 1.3328
H 1.6050 0.4491 -3.1310
H 1.9055 2.0356 -2.3653
H 1.3647 1.9309 -4.0280
H -0.6997 -0.5405 -3.1240
H -0.7068 0.5581 -4.4881
H -2.0489 0.5827 -3.3699
H -0.0321 3.6929 -2.4571
H -1.7128 3.1461 -2.5352
H -0.7130 3.1135 -3.9670
*
```

# 4
Here is a structure of composition C18H32AsF6N3O2PtSSi from OMol25. Energies are from ωB97M-V with the def2-TZVPD basis set.

Calculated values
Electronic energy (a.u.): -4661.5441
Gap between HOMO and LUMO (alpha / beta) (eV): 6.5 / 5.8
<S²>: 8.800
LUMO level (alpha / beta) (eV): -3.7 / -6.4
ΔE to the lowest compared entry with this formula, charge and spin (kJ/mol): 0.0

Geometry as ORCA input:
```
! wB97M-V def2-TZVPD RIJCOSX def2/J DEFGRID3
* xyz 1 6
Pt -0.4144 -0.8057 0.4394
N -2.5836 -4.4046 1.8873
C -1.7244 -3.4725 1.4899
S -1.5287 -2.0154 2.2977
N -1.0092 -3.8938 0.3679
N -0.1197 -3.0129 -0.0406
C 0.6726 -3.4737 -0.9835
C 1.8781 -2.8195 -1.3918
C 2.5120 -3.3312 -2.4958
C 3.7251 -2.7867 -2.9888
C 4.3340 -1.7355 -2.3261
C 3.7480 -1.2126 -1.1930
C 2.4818 -1.6964 -0.6889
O 1.9801 -1.1283 0.3042
H -3.1568 -4.2628 2.7011
H -2.6005 -5.2936 1.4111
H 0.4197 -4.4277 -1.4407
H 2.0660 -4.1644 -3.0256
H 4.1649 -3.2074 -3.8823
H 5.2645 -1.3256 -2.6947
H 4.1943 -0.3910 -0.6470
C -3.5347 -1.8196 -0.6911
O -2.5127 -0.8185 -0.6679
H -4.3700 -1.4783 -1.3014
H -3.8786 -1.9615 0.3312
H -3.1581 -2.7634 -1.0937
H -2.2830 -0.5913 -1.5902
F 0.1499 -0.2429 -1.9921
As -0.2793 -0.6816 -3.6702
F -1.9299 -0.2472 -3.2503
F 0.0518 0.9328 -4.1276
F -0.7413 -1.1393 -5.2433
F 1.3700 -1.1505 -3.9230
F -0.6281 -2.2925 -3.0650
C -2.1648 1.6902 2.2561
Si -0.7297 1.4199 1.0894
C 0.9942 1.7236 2.8180
C 0.5231 2.8951 3.6185
C 2.2118 1.9293 1.9769
C 0.8921 0.3929 3.4972
C -0.5894 2.8511 -0.1299
C 0.6716 2.8460 -1.0002
C -1.7918 2.5068 -1.0493
C -0.8146 4.2409 0.4671
H -2.2371 2.7128 2.6264
H -2.1625 0.9987 3.0994
H -3.0710 1.4805 1.6750
H 0.4892 3.8173 3.0424
H 1.2560 3.0508 4.4244
H -0.4394 2.7214 4.0971
H 2.2592 2.9284 1.5520
H 2.3047 1.1789 1.1895
H 3.0863 1.8084 2.6341
H -0.0894 0.2183 3.9398
H 1.6171 0.4009 4.3244
H 1.1582 -0.4349 2.8415
H 0.9301 1.8442 -1.3501
H 1.5275 3.2705 -0.4766
H 0.4966 3.4635 -1.8860
H -1.6107 1.6071 -1.6381
H -1.9244 3.3339 -1.7525
H -2.7345 2.3887 -0.5057
H -0.0133 4.5395 1.1443
H -1.7631 4.3155 1.0033
H -0.8414 4.9751 -0.3434
*
```

> Among the records above, which one has the highest electronic energy?

C18H31Si

> The highest electronic energy belongs to which entry?

C18H31Si

> electronic energy of number 3 (C18H32AsF6N3O2PtSSi)?

-4661.6757 a.u.